Record 1
{"formula": "C29H28IIrN5O4", "method": "ωB97M-V with the def2-TZVPD basis set", "homo_energy_ha": [-0.4445, -0.5209], "homo_lumo_gap_ev": [5.73, 5.60], "multiplicity": 6, "charge": 2, "symbols": ["Ir", "C", "C", "N", "C", "C", "C", "O", "C", "C", "N", "C", "C", "C", "C", "C", "C", "I", "C", "O", "H", "H", "H", "H", "H", "H", "H", "H", "H", "H", "H", "H", "C", "C", "N", "N", "C", "O", "C", "C", "C", "C", "C", "C", "C", "C", "C", "C", "C", "N", "H", "H", "H", "H", "H", "H", "H", "H", "H", "H", "H", "H", "C", "O", "H", "H", "H", "H"], "positions_angstrom": [[-0.28, 0.14, 0.09], [-3.33, 2.43, -3.22], [-2.49, 3.25, -2.31], [-2.33, 4.53, -2.56], [-1.54, 5.24, -1.77], [-0.84, 4.74, -0.64], [0.01, 5.69, 0.17], [1.32, 5.18, 0.35], [-0.98, 3.40, -0.32], [-0.37, 2.94, 0.93], [-0.28, 1.76, 1.43], [0.23, 1.69, 2.78], [-0.12, 2.70, 3.67], [0.41, 2.73, 4.96], [1.27, 1.73, 5.37], [1.58, 0.68, 4.51], [1.04, 0.65, 3.23], [1.40, -1.05, 2.06], [-1.82, 2.59, -1.17], [-2.01, 1.36, -1.02], [-3.81, 3.08, -3.94], [-4.08, 1.86, -2.66], [-2.71, 1.70, -3.74], [-1.45, 6.29, -2.00], [-0.42, 5.82, 1.16], [0.01, 6.67, -0.30], [1.88, 5.44, -0.39], [0.06, 3.73, 1.53], [-0.83, 3.45, 3.37], [0.13, 3.52, 5.63], [1.69, 1.74, 6.36], [2.22, -0.12, 4.84], [-1.09, -2.60, -3.14], [-1.10, -1.84, -1.87], [-0.19, -0.77, -1.65], [0.71, -0.43, -2.52], [1.47, 0.57, -2.05], [1.28, 1.01, -0.83], [2.50, 1.17, -2.87], [2.69, 0.75, -4.19], [3.68, 1.34, -4.96], [4.49, 2.32, -4.41], [4.31, 2.74, -3.10], [3.32, 2.17, -2.33], [-1.93, -2.07, -0.79], [-2.95, -3.05, -0.76], [-3.68, -3.24, 0.38], [-3.42, -2.47, 1.52], [-2.41, -1.53, 1.46], [-1.70, -1.31, 0.36], [-0.32, -2.23, -3.80], [-2.06, -2.52, -3.64], [-0.91, -3.66, -2.96], [2.06, -0.02, -4.61], [3.83, 1.02, -5.98], [5.27, 2.77, -5.02], [4.95, 3.50, -2.68], [3.18, 2.47, -1.30], [-3.13, -3.64, -1.65], [-4.46, -4.00, 0.40], [-3.97, -2.61, 2.44], [-2.17, -0.92, 2.33], [1.73, -4.25, -0.41], [1.85, -2.82, -0.35], [2.30, -4.73, 0.38], [2.05, -4.64, -1.38], [0.67, -4.48, -0.27], [2.76, -2.60, -0.56]]}

Record 2
{"formula": "C29H28N2O2PPdS", "method": "ωB97M-V with the def2-TZVPD basis set", "homo_energy_ha": [-0.2411, -0.2576], "homo_lumo_gap_ev": [6.68, 7.07], "multiplicity": 2, "charge": 0, "symbols": ["Pd", "C", "C", "C", "C", "C", "O", "C", "N", "C", "C", "C", "C", "C", "C", "P", "C", "C", "C", "C", "C", "C", "C", "C", "C", "C", "C", "C", "H", "H", "H", "H", "H", "H", "H", "H", "H", "H", "H", "H", "H", "H", "H", "H", "H", "H", "H", "H", "H", "H", "H", "H", "O", "N", "C", "C", "C", "C", "C", "S", "H", "H", "H", "H"], "positions_angstrom": [[-0.15, -0.10, 0.09], [-2.70, -2.17, 1.58], [-1.59, -1.72, 2.54], [-1.63, -2.50, 3.85], [-1.62, -0.22, 2.82], [-2.89, 0.30, 3.51], [-3.33, 1.39, 2.68], [-2.51, 1.44, 1.61], [-1.56, 0.59, 1.59], [-2.82, 2.47, 0.62], [-4.04, 3.13, 0.79], [-4.45, 4.11, -0.09], [-3.64, 4.46, -1.16], [-2.42, 3.82, -1.33], [-1.98, 2.83, -0.45], [-0.34, 2.05, -0.74], [0.04, 2.56, -2.45], [-0.44, 1.74, -3.47], [-0.21, 2.05, -4.80], [0.52, 3.19, -5.13], [1.02, 4.01, -4.12], [0.78, 3.70, -2.79], [0.79, 3.10, 0.26], [2.13, 2.67, 0.31], [3.08, 3.42, 1.01], [2.67, 4.53, 1.74], [1.34, 4.92, 1.73], [0.40, 4.22, 0.98], [-2.69, -3.25, 1.48], [-2.56, -1.73, 0.59], [-3.69, -1.88, 1.94], [-0.63, -1.91, 2.06], [-2.57, -2.34, 4.39], [-0.81, -2.21, 4.51], [-1.54, -3.57, 3.66], [-0.72, 0.03, 3.40], [-2.70, 0.70, 4.51], [-3.69, -0.43, 3.56], [-4.67, 2.86, 1.62], [-5.40, 4.61, 0.06], [-3.95, 5.22, -1.86], [-1.80, 4.10, -2.16], [-0.98, 0.83, -3.21], [-0.58, 1.40, -5.59], [0.71, 3.43, -6.17], [1.59, 4.89, -4.37], [1.17, 4.34, -2.01], [2.44, 1.84, -0.31], [4.12, 3.11, 1.01], [3.40, 5.11, 2.31], [1.03, 5.79, 2.29], [-0.63, 4.55, 0.96], [1.48, 0.32, 1.93], [2.45, -0.55, 1.96], [3.23, -0.59, 3.06], [4.27, -1.47, 3.19], [4.55, -2.35, 2.16], [3.75, -2.30, 1.04], [2.70, -1.40, 0.91], [1.75, -1.36, -0.55], [2.95, 0.13, 3.81], [4.86, -1.45, 4.10], [5.36, -3.06, 2.22], [3.93, -2.96, 0.20]]}

Record 3
{"formula": "C29H28N4O6S", "method": "ωB97M-V with the def2-TZVPD basis set", "homo_energy_ha": -0.2341, "homo_lumo_gap_ev": 5.00, "charge": 0, "symbols": ["C", "N", "C", "O", "C", "C", "C", "C", "C", "C", "C", "C", "N", "C", "C", "C", "C", "C", "C", "C", "N", "O", "O", "C", "C", "C", "C", "C", "H", "H", "H", "H", "H", "H", "H", "H", "H", "H", "H", "H", "H", "H", "H", "H", "H", "H", "H", "H", "H", "H", "H", "H", "C", "C", "C", "C", "C", "C", "S", "O", "O", "N", "C", "O", "H", "H", "H", "H"], "positions_angstrom": [[-2.37, 5.05, 0.41], [-2.14, 3.62, 0.45], [-3.17, 2.74, 0.66], [-4.34, 3.05, 0.82], [-2.56, 1.33, 0.64], [-3.15, 0.43, -0.43], [-4.63, 0.19, -0.24], [-5.53, 0.45, -1.28], [-6.90, 0.34, -1.07], [-7.38, -0.09, 0.18], [-6.48, -0.42, 1.20], [-5.11, -0.30, 0.98], [-1.13, 1.60, 0.43], [-0.24, 0.58, 0.37], [1.13, 0.73, 0.25], [2.12, -0.27, 0.34], [3.53, -0.04, 0.24], [4.53, -1.06, 0.36], [5.87, -0.77, 0.26], [6.30, 0.56, 0.07], [7.69, 0.85, 0.13], [8.07, 2.04, 0.02], [8.49, -0.10, 0.29], [5.35, 1.58, -0.09], [4.00, 1.28, -0.05], [-0.81, 3.04, 0.36], [-0.18, 3.43, -0.99], [0.04, 3.54, 1.54], [-3.44, 5.25, 0.50], [-1.83, 5.55, 1.23], [-2.00, 5.47, -0.54], [-2.71, 0.88, 1.64], [-2.98, 0.90, -1.42], [-2.61, -0.52, -0.43], [-5.13, 0.79, -2.24], [-7.59, 0.60, -1.87], [-8.45, -0.16, 0.35], [-6.84, -0.76, 2.17], [-4.39, -0.55, 1.77], [-0.69, -0.42, 0.46], [1.47, 1.75, 0.08], [1.44, -1.48, 0.90], [4.23, -2.08, 0.57], [6.63, -1.54, 0.36], [5.70, 2.60, -0.24], [3.30, 2.09, -0.23], [-0.91, 3.27, -1.79], [0.11, 4.49, -0.95], [0.71, 2.84, -1.21], [-0.57, 3.55, 2.45], [0.91, 2.90, 1.70], [0.39, 4.56, 1.33], [1.62, -6.78, -0.46], [2.01, -5.82, 0.47], [1.93, -4.47, 0.10], [1.37, -4.11, -1.13], [0.98, -5.06, -2.07], [1.11, -6.40, -1.71], [1.19, -2.36, -1.31], [2.09, -1.84, -2.31], [-0.17, -1.89, -1.22], [1.94, -2.15, 0.23], [2.18, -3.34, 0.98], [2.49, -3.32, 2.16], [1.71, -7.83, -0.20], [2.39, -6.06, 1.47], [0.59, -4.73, -3.03], [0.82, -7.17, -2.42]]}

Record 4
{"formula": "C29H28N6OPdS", "method": "ωB97M-V with the def2-TZVPD basis set", "homo_energy_ha": [-0.5003, -0.5002], "homo_lumo_gap_ev": [4.20, 4.20], "charge": 2, "symbols": ["Pd", "C", "C", "C", "C", "C", "C", "N", "C", "C", "C", "C", "C", "C", "N", "N", "C", "C", "C", "C", "C", "N", "H", "H", "H", "H", "H", "H", "H", "H", "H", "H", "H", "H", "H", "C", "C", "N", "C", "C", "C", "S", "N", "C", "O", "C", "C", "C", "C", "C", "C", "H", "H", "H", "H", "H", "H", "H", "H", "H", "H", "H", "H", "H", "H", "H"], "positions_angstrom": [[0.96, -0.70, 1.29], [-1.33, 4.40, 1.50], [0.01, 4.06, 1.71], [0.36, 2.75, 1.99], [-0.65, 1.79, 2.11], [-1.99, 2.12, 1.90], [-2.32, 3.42, 1.58], [-0.28, 0.47, 2.42], [-0.93, -0.24, 3.39], [-1.82, 0.33, 4.34], [-2.39, -0.46, 5.30], [-2.10, -1.83, 5.39], [-1.21, -2.42, 4.51], [-0.63, -1.62, 3.53], [0.31, -2.07, 2.60], [0.80, -3.19, 2.62], [1.73, -3.39, 1.57], [2.32, -4.62, 1.45], [3.21, -4.84, 0.39], [3.45, -3.82, -0.49], [2.83, -2.58, -0.30], [2.00, -2.38, 0.70], [-1.60, 5.42, 1.27], [0.77, 4.82, 1.67], [1.39, 2.48, 2.16], [-2.75, 1.35, 1.93], [-3.35, 3.68, 1.39], [-2.01, 1.39, 4.31], [-3.06, -0.01, 6.02], [-2.55, -2.43, 6.17], [-0.96, -3.47, 4.57], [2.08, -5.39, 2.18], [3.69, -5.80, 0.27], [4.13, -3.95, -1.33], [3.00, -1.75, -0.96], [1.97, 4.17, -1.14], [2.64, 3.02, -1.87], [1.67, 2.00, -2.33], [1.05, 2.20, -3.67], [-0.34, 2.81, -3.61], [1.31, 0.96, -1.60], [2.13, 0.80, -0.05], [0.42, 0.12, -2.12], [-0.35, -0.72, -1.49], [-0.55, -0.82, -0.22], [-1.20, -1.61, -2.31], [-1.42, -1.33, -3.66], [-2.24, -2.17, -4.40], [-2.84, -3.27, -3.81], [-2.62, -3.55, -2.47], [-1.81, -2.72, -1.71], [2.73, 4.84, -0.74], [1.36, 3.80, -0.31], [1.33, 4.75, -1.81], [3.38, 2.54, -1.24], [3.16, 3.37, -2.75], [1.02, 1.23, -4.16], [1.74, 2.84, -4.23], [-1.02, 2.17, -3.05], [-0.72, 2.93, -4.62], [-0.32, 3.80, -3.14], [-0.96, -0.47, -4.10], [-2.40, -1.95, -5.45], [-3.48, -3.91, -4.40], [-3.08, -4.42, -2.01], [-1.64, -2.93, -0.67]]}

Record 5
{"formula": "C29H29BO4S2", "method": "ωB97M-V with the def2-TZVPD basis set", "homo_energy_ha": -0.2361, "homo_lumo_gap_ev": 3.47, "charge": 0, "symbols": ["C", "C", "C", "C", "C", "B", "C", "C", "C", "C", "C", "O", "C", "C", "C", "C", "C", "O", "C", "C", "C", "C", "C", "O", "O", "H", "H", "H", "H", "H", "H", "H", "H", "H", "H", "H", "H", "H", "H", "H", "H", "H", "H", "H", "H", "C", "C", "C", "C", "C", "S", "C", "C", "S", "C", "C", "H", "H", "H", "H", "H", "H", "H", "H", "H"], "positions_angstrom": [[-4.50, -3.72, 2.44], [-3.52, -2.69, 2.72], [-3.03, -2.15, 3.89], [-1.99, -1.24, 3.50], [-1.86, -1.30, 2.13], [-0.86, -0.64, 1.06], [0.10, 0.34, 1.83], [0.14, 1.71, 1.95], [1.19, 2.03, 2.88], [1.72, 0.83, 3.29], [2.62, 0.48, 4.37], [1.10, -0.20, 2.61], [0.11, -1.72, 0.44], [0.22, -3.07, 0.61], [1.31, -3.53, -0.18], [1.85, -2.43, -0.79], [2.92, -2.32, -1.76], [1.13, -1.32, -0.41], [-1.95, 0.02, 0.11], [-2.23, -0.13, -1.21], [-3.39, 0.68, -1.51], [-3.76, 1.26, -0.33], [-4.81, 2.20, 0.01], [-2.88, 0.88, 0.66], [-2.83, -2.16, 1.66], [-4.95, -4.04, 3.38], [-5.29, -3.36, 1.78], [-4.03, -4.59, 1.96], [-3.35, -2.39, 4.90], [-1.42, -0.60, 4.18], [-0.52, 2.41, 1.45], [1.49, 3.02, 3.23], [3.06, 1.41, 4.75], [2.07, 0.02, 5.21], [3.43, -0.19, 4.05], [-0.40, -3.69, 1.26], [1.65, -4.55, -0.32], [3.41, -3.29, -1.83], [2.52, -2.06, -2.75], [3.67, -1.57, -1.48], [-1.70, -0.80, -1.89], [-3.86, 0.81, -2.48], [-5.32, 2.49, -0.91], [-5.57, 1.75, 0.68], [-4.40, 3.10, 0.49], [4.64, 0.03, -4.02], [4.79, 0.68, -2.79], [3.67, 1.13, -2.08], [2.38, 0.93, -2.61], [1.20, 1.42, -1.91], [-0.28, 1.59, -2.77], [-0.39, 3.44, -2.59], [0.48, 3.93, -1.44], [1.39, 2.54, -0.62], [2.24, 0.34, -3.88], [3.36, -0.13, -4.56], [5.52, -0.29, -4.59], [5.78, 0.86, -2.38], [3.78, 1.65, -1.13], [-0.04, 3.86, -3.54], [-1.45, 3.69, -2.45], [1.27, 4.59, -1.81], [-0.09, 4.44, -0.65], [1.23, 0.24, -4.30], [3.23, -0.59, -5.54]]}

Record 6
{"formula": "C29H29BrDyF3N2O3SSi", "method": "ωB97M-V with the def2-TZVPD basis set", "homo_energy_ha": [-0.2627, -0.2633], "homo_lumo_gap_ev": [6.59, 6.60], "multiplicity": 6, "charge": 0, "symbols": ["Dy", "C", "C", "C", "C", "C", "C", "N", "N", "Si", "C", "C", "C", "H", "H", "H", "H", "H", "H", "H", "H", "H", "H", "H", "H", "H", "H", "H", "Br", "C", "C", "C", "C", "C", "C", "H", "H", "H", "H", "F", "C", "F", "F", "C", "O", "O", "O", "S", "C", "C", "C", "C", "C", "C", "C", "C", "C", "C", "C", "C", "H", "H", "H", "H", "H", "H", "H", "H", "H", "H"], "positions_angstrom": [[13.13, 10.14, 7.19], [16.90, 10.83, 5.72], [16.75, 10.61, 7.19], [17.82, 10.73, 8.07], [17.70, 10.42, 9.44], [16.53, 9.83, 9.86], [15.41, 9.78, 8.92], [15.53, 10.25, 7.64], [14.19, 9.21, 9.09], [13.76, 8.12, 10.44], [13.38, 9.09, 11.93], [12.19, 7.34, 9.87], [15.17, 6.90, 10.70], [16.42, 9.97, 5.21], [18.00, 10.83, 5.45], [16.43, 11.77, 5.43], [18.75, 11.10, 7.65], [18.55, 10.55, 10.09], [16.36, 9.42, 10.82], [13.08, 10.10, 11.71], [14.24, 9.09, 12.59], [12.56, 8.58, 12.41], [11.53, 7.12, 10.69], [12.31, 6.42, 9.35], [11.53, 8.05, 9.26], [15.46, 6.94, 11.77], [16.07, 7.07, 10.04], [14.83, 5.87, 10.52], [12.63, 17.18, 5.94], [12.80, 15.35, 6.21], [13.41, 14.80, 7.35], [13.76, 13.48, 7.38], [13.26, 12.61, 6.39], [12.69, 13.13, 5.25], [12.38, 14.50, 5.19], [13.75, 15.47, 8.13], [14.50, 13.18, 8.12], [12.45, 12.45, 4.41], [12.01, 14.88, 4.23], [14.19, 6.17, 4.49], [13.06, 6.56, 5.06], [12.48, 5.53, 5.71], [12.20, 6.81, 4.00], [13.14, 7.87, 5.83], [13.95, 8.77, 5.43], [12.23, 8.07, 6.74], [11.45, 10.78, 8.34], [10.13, 11.28, 9.02], [9.00, 9.91, 8.81], [8.05, 9.71, 9.83], [7.03, 8.78, 9.65], [7.03, 7.91, 8.56], [7.95, 8.13, 7.52], [8.96, 9.08, 7.67], [9.34, 12.42, 7.81], [9.51, 12.41, 6.42], [8.95, 13.41, 5.66], [8.23, 14.43, 6.24], [7.96, 14.37, 7.60], [8.55, 13.38, 8.42], [8.23, 10.28, 10.71], [6.30, 8.70, 10.47], [6.27, 7.13, 8.52], [7.95, 7.56, 6.58], [9.81, 9.21, 6.97], [10.17, 11.66, 6.04], [9.06, 13.34, 4.58], [7.84, 15.25, 5.62], [7.32, 15.18, 8.04], [8.36, 13.38, 9.50]]}